The following is a quantum chemistry calculation of 13 unconnected molecules or ions with the total composition C52H104O13 at a distorted geometry, from OMol25.

Each line ends with the Löwdin charge.
Positions of all 169 atoms, in Å:
1 C -4.8916 7.8923 0.6255  -0.19
2 C -3.4987 7.7716 1.2030  -0.14
3 C -3.7130 8.8703 2.3165  -0.17
4 O -4.6944 9.7897 1.7818  -0.16
5 C -5.1781 9.3619 0.5544  -0.23
6 H -5.6262 7.3681 1.2367  0.12
7 H -4.8952 7.3436 -0.3163  0.11
8 H -2.7012 8.0357 0.5084  0.11
9 H -3.2179 6.8320 1.6788  0.11
10 H -2.9001 9.4633 2.7355  0.11
11 H -4.1742 8.4231 3.1971  0.11
12 H -4.6588 9.9828 -0.1756  0.12
13 H -6.2175 9.6903 0.5603  0.12
14 C 9.1605 -4.7477 0.0322  -0.15
15 C 8.1071 -4.0258 -0.8740  -0.16
16 C 8.6367 -2.5901 -0.9902  -0.18
17 O 9.1603 -2.2906 0.3634  -0.17
18 C 9.5845 -3.5687 0.9832  -0.17
19 H 10.0467 -5.1561 -0.4537  0.10
20 H 8.7626 -5.6097 0.5677  0.10
21 H 7.1050 -4.0124 -0.4454  0.11
22 H 8.1383 -4.4125 -1.8927  0.10
23 H 7.9142 -1.8580 -1.3510  0.11
24 H 9.4675 -2.5019 -1.6903  0.11
25 H 9.0759 -3.6566 1.9433  0.10
26 H 10.6372 -3.5402 1.2642  0.10
27 C 6.6088 -0.4508 -9.4457  -0.20
28 C 5.9277 0.6858 -8.8671  -0.20
29 C 6.7275 0.8901 -7.6021  -0.21
30 O 7.7794 -0.0554 -7.4507  -0.11
31 C 7.9723 -0.4693 -8.7730  -0.24
32 H 6.5079 -0.2123 -10.5045  0.12
33 H 6.1308 -1.3787 -9.1318  0.12
34 H 4.8878 0.4405 -8.6518  0.12
35 H 6.0086 1.5587 -9.5150  0.12
36 H 6.1829 0.7972 -6.6625  0.12
37 H 7.2348 1.8512 -7.5192  0.12
38 H 8.4379 -1.4546 -8.7531  0.12
39 H 8.6788 0.0724 -9.4020  0.12
40 C 4.2571 -10.1117 -2.1610  -0.17
41 C 3.2851 -10.8874 -3.0553  -0.16
42 C 2.1287 -11.3327 -2.0262  -0.16
43 O 2.3610 -10.5488 -0.8535  -0.14
44 C 3.1988 -9.4911 -1.2687  -0.25
45 H 4.8731 -9.3360 -2.6159  0.11
46 H 4.9386 -10.8453 -1.7303  0.11
47 H 3.6917 -11.6852 -3.6768  0.10
48 H 2.8712 -10.1493 -3.7423  0.10
49 H 2.3410 -12.3598 -1.7293  0.11
50 H 1.1614 -11.1116 -2.4776  0.11
51 H 3.6891 -9.0826 -0.3851  0.12
52 H 2.6718 -8.6389 -1.6978  0.12
53 C 0.3324 0.9257 0.2487  -0.19
54 C 1.1752 -0.1493 -0.3058  -0.19
55 C 1.6079 -1.0330 0.8829  -0.18
56 O 1.2169 -0.2761 2.0283  -0.14
57 C 0.0306 0.4168 1.6654  -0.21
58 H -0.5275 1.3193 -0.2933  0.11
59 H 0.9895 1.7899 0.3456  0.11
60 H 2.0192 0.2948 -0.8336  0.11
61 H 0.6307 -0.7692 -1.0181  0.11
62 H 2.6965 -1.0839 0.8652  0.12
63 H 1.1200 -2.0068 0.8398  0.12
64 H -0.1380 1.2514 2.3460  0.12
65 H -0.8833 -0.1754 1.7112  0.12
66 C -7.2511 2.8034 5.1247  -0.18
67 C -8.5883 3.3472 4.5635  -0.16
68 C -9.6269 2.4571 5.2960  -0.22
69 O -9.0026 1.2057 5.4927  -0.13
70 C -7.5571 1.3403 5.3191  -0.18
71 H -6.9961 3.3386 6.0394  0.11
72 H -6.4704 3.0157 4.3942  0.11
73 H -8.7168 3.2119 3.4896  0.11
74 H -8.6925 4.4089 4.7872  0.11
75 H -10.4986 2.4210 4.6426  0.11
76 H -9.9154 2.9876 6.2034  0.11
77 H -7.3504 0.7633 4.4178  0.12
78 H -6.9665 0.9414 6.1438  0.11
79 C -3.1739 -7.7534 2.8445  -0.16
80 C -4.2555 -8.4136 1.9766  -0.19
81 C -4.9825 -7.2641 1.3157  -0.21
82 O -4.4035 -6.0539 1.7720  -0.13
83 C -3.7267 -6.3571 2.9626  -0.23
84 H -2.3085 -7.8200 2.1851  0.11
85 H -2.9926 -8.2773 3.7829  0.11
86 H -4.8423 -9.1023 2.5845  0.10
87 H -3.9122 -9.0608 1.1696  0.10
88 H -6.0056 -7.4043 1.6645  0.12
89 H -4.8056 -7.2303 0.2407  0.12
90 H -4.4817 -6.2030 3.7335  0.13
91 H -2.8318 -5.7469 3.0848  0.12
92 C -0.4176 -4.0457 -9.4173  -0.20
93 C -0.2069 -4.0495 -7.9255  -0.17
94 C -0.2333 -5.5420 -7.6637  -0.20
95 O -1.2939 -5.9915 -8.5049  -0.15
96 C -1.4355 -5.1295 -9.6550  -0.20
97 H 0.4172 -4.3517 -10.0478  0.11
98 H -0.7548 -3.0832 -9.8019  0.11
99 H -1.0373 -3.5403 -7.4364  0.11
100 H 0.6026 -3.4304 -7.5388  0.11
101 H -0.5045 -5.8931 -6.6680  0.12
102 H 0.6946 -6.0212 -7.9761  0.12
103 H -2.4279 -4.6791 -9.6358  0.11
104 H -1.3724 -5.6387 -10.6167  0.12
105 C 1.5592 -2.7923 8.2549  -0.18
106 C 0.5994 -3.7991 8.8583  -0.18
107 C 0.3556 -3.2939 10.2812  -0.20
108 O 1.3824 -2.3167 10.5215  -0.15
109 C 2.3557 -2.4067 9.4532  -0.21
110 H 1.0670 -1.8866 7.9005  0.12
111 H 2.1780 -3.1213 7.4200  0.12
112 H 0.9756 -4.8216 8.8893  0.11
113 H -0.3809 -3.8245 8.3823  0.11
114 H 0.3312 -4.1029 11.0113  0.11
115 H -0.5772 -2.7300 10.2871  0.11
116 H 3.0014 -3.2229 9.7770  0.12
117 H 2.9015 -1.4692 9.3470  0.12
118 C 0.0099 4.5850 9.3228  -0.20
119 C -0.5836 4.9643 10.6331  -0.18
120 C -1.8760 5.7471 10.3512  -0.18
121 O -1.5534 6.3246 9.0701  -0.15
122 C -0.5089 5.5977 8.3446  -0.18
123 H -0.2725 3.6656 8.8098  0.11
124 H 1.0921 4.7060 9.3709  0.11
125 H 0.0772 5.5899 11.2331  0.11
126 H -0.5823 4.0732 11.2609  0.11
127 H -2.2605 6.3302 11.1880  0.12
128 H -2.7095 5.0599 10.2056  0.10
129 H 0.2578 6.3615 8.2143  0.11
130 H -0.7979 5.1645 7.3870  0.11
131 C -1.0323 7.0005 -5.0023  -0.17
132 C -1.1389 8.5098 -4.9763  -0.16
133 C 0.3014 8.9783 -5.4413  -0.15
134 O 0.9695 7.7908 -5.9386  -0.16
135 C 0.1146 6.7037 -6.0228  -0.22
136 H -2.0348 6.6986 -5.3057  0.10
137 H -0.7818 6.6592 -3.9979  0.11
138 H -1.3922 8.8505 -3.9723  0.10
139 H -1.9425 8.7324 -5.6783  0.10
140 H 0.8358 9.3737 -4.5775  0.10
141 H 0.3926 9.7835 -6.1703  0.11
142 H 0.6363 5.7625 -5.8494  0.11
143 H -0.1382 6.7269 -7.0828  0.11
144 C 5.0899 5.8214 -1.0485  -0.18
145 C 6.0206 4.9460 -0.2244  -0.18
146 C 5.5555 5.0559 1.1967  -0.20
147 O 4.5163 6.0707 1.1489  -0.14
148 C 4.6855 6.8335 -0.0632  -0.22
149 H 4.2626 5.2143 -1.4161  0.12
150 H 5.5154 6.1354 -2.0016  0.12
151 H 7.0852 5.1787 -0.2496  0.11
152 H 5.8450 3.8869 -0.4127  0.11
153 H 6.3366 5.3406 1.9016  0.11
154 H 5.1952 4.0900 1.5508  0.11
155 H 5.3568 7.6392 0.2336  0.12
156 H 3.8192 7.3984 -0.4076  0.12
157 C -7.6154 -1.0196 -4.0799  -0.15
158 C -7.3051 -1.3331 -2.6181  -0.19
159 C -7.4755 0.0016 -1.9964  -0.22
160 O -8.4692 0.6415 -2.8081  -0.13
161 C -8.8319 -0.1552 -3.8966  -0.24
162 H -7.9244 -1.9077 -4.6312  0.11
163 H -6.8776 -0.4737 -4.6679  0.12
164 H -6.3964 -1.8841 -2.3757  0.12
165 H -7.9751 -1.9364 -2.0055  0.12
166 H -6.5096 0.5058 -2.0274  0.12
167 H -7.8139 -0.0289 -0.9607  0.12
168 H -9.1212 0.5689 -4.6582  0.12
169 H -9.7282 -0.7536 -3.7330  0.12

Values from the calculation:
**HOMO energy**: -9.2 eV
**Orbital gap**: 9.44 eV
**Net charge**: 0
**Molar mass**: 937.4 Da